Below is an isolated molecule of C7H5N3O4 in a non-equilibrium geometry, with properties calculated with ωB97M-V/def2-TZVPD.

Values from the calculation:
charge: 0
relative energy (zero: lowest compared OMol25 entry of this formula, charge and spin): 96.3 kcal per mole
orbital gap: 0.310 hartree

XYZ file:
```
19
C7H5N3O4, DFT ωB97M-V/def2-TZVPD
N 0.902 -3.632 0.383
C 0.429 -2.609 0.576
C -0.190 -1.372 0.791
C -1.420 -1.097 0.324
C -2.033 0.246 0.316
C -1.527 1.263 -0.446
C -0.290 1.152 -1.118
C 0.849 0.798 -0.416
N 2.074 0.299 -1.085
O 1.810 -0.454 -2.018
O 3.204 0.594 -0.731
N 1.029 1.231 0.975
O 0.217 1.982 1.472
O 1.946 0.721 1.574
H 0.179 -0.778 1.517
H -1.899 -1.811 -0.167
H -3.062 0.258 0.728
H -2.090 2.084 -0.544
H -0.129 1.124 -2.132
```

natural (NBO) population analysis, charges in e, atoms 1 to 6: -0.27 0.24 -0.31 -0.12 -0.14 -0.21